Entry 1:
7
Properties=species:S:1:pos:R:3:mulliken_charge:R:1 method="wB97M-V/def2-TZVPD" e_above_lowest_kcal_mol=55.1 mol_weight_da=166.57 orbital_gap_ev="6.96 / 6.96" e_tot_ha=-1773.61337 max_force_ha_per_bohr=0.05558
O -2.66865 0.47995 -0.74570 -0.42
F 1.19485 -0.12821 1.70184 -0.21
P 1.29029 -0.25592 0.07877 0.63
S 1.97665 -2.04584 -0.26529 -0.27
S -1.12636 0.83021 -0.08914 0.02
Cl 2.23918 1.41307 -0.45899 -0.10
H -2.90596 -0.29326 -0.22147 0.36

Entry 2:
5
Properties=species:S:1:pos:R:3:mulliken_charge:R:1 method="wB97M-V/def2-TZVPD" e_above_lowest_kcal_mol=84.5 mol_weight_da=244.40 orbital_gap_ev="8.07 / 5.94" e_tot_ha=-1597.24776 max_force_ha_per_bohr=0.03452
F 0.63979 -1.54767 0.47824 -0.23
P 1.84003 -0.40907 0.63278 0.21
S -1.09476 0.24753 -1.16199 0.13
Cl -2.54239 0.84943 -2.52298 -0.15
I 1.15733 0.85978 2.57395 0.03

Entry 3:
7
Properties=species:S:1:pos:R:3:mulliken_charge:R:1 method="wB97M-V/def2-TZVPD" smiles="O=[N+]([O-])Cl.O=NF" e_above_lowest_kcal_mol=2.6 mol_weight_da=130.46 orbital_gap_ev=10.92 e_tot_ha=-895.05433 max_force_ha_per_bohr=0.04153
O 1.14016 -1.35348 -0.10562 -0.42
N 1.34031 -0.26388 -0.50615 0.89
O 0.91959 0.34385 -1.40532 -0.39
Cl 2.70604 0.48398 0.42602 -0.08
O -1.98234 0.25130 1.22140 -0.26
N -1.41924 0.20715 0.23208 0.46
F -1.23300 1.45517 -0.43614 -0.19